[1]
Here is a molecular structure, C17H19BrF16NO10S4 from the OMol25 dataset. Energies are from ωB97M-V/def2-TZVPD.

XYZ file:
```
68
Properties=species:S:1:pos:R:3:forces:R:3:nbo_charge:R:1
Br -3.43636 0.45776 -6.20351 0.58 0.14 0.53 -0.167
S -0.29557 0.69897 3.47073 -0.50 0.01 -0.41 -0.044
S -2.01025 -0.29052 -4.61292 1.38 -3.37 2.68 2.016
S 0.64248 0.25922 -3.82828 3.51 0.66 -4.45 1.974
S 0.34474 -0.26761 -1.82092 -0.02 -0.60 0.03 0.039
F 6.59010 1.91951 -8.12779 0.00 -0.28 0.05 -0.312
F -0.57899 -0.82418 5.90837 0.14 0.07 0.52 -0.325
F 6.06820 1.39532 -10.16718 -0.13 -0.37 0.02 -0.327
F -4.41060 -0.52777 10.74997 0.35 -0.33 0.20 -0.322
F 4.46148 -0.09564 -8.51397 0.23 0.27 -0.49 -0.310
F 4.24457 2.91908 -5.24813 0.30 -0.21 0.15 -0.327
F -4.07476 -0.90686 8.65818 0.01 -0.49 0.26 -0.313
F -3.20359 -3.03628 10.15591 -0.29 0.31 0.01 -0.324
F -0.38159 0.23460 8.41729 -0.08 -0.13 -0.14 -0.318
F 4.20213 2.03044 -7.21973 0.24 -0.05 -0.22 -0.333
F -2.23832 -1.55493 7.08245 -0.05 -0.03 0.27 -0.327
F 5.02649 0.52615 -4.12010 -0.28 0.01 -0.33 -0.319
F 6.46231 1.34658 -5.52711 -0.09 0.15 -0.08 -0.326
F -0.89889 1.72042 6.92175 -0.38 -0.19 -0.13 -0.324
F 5.99096 -1.33939 -9.37805 0.37 0.35 -0.17 -0.325
F -1.44042 -1.97258 9.47418 -0.14 0.26 0.06 -0.311
O 1.26241 -0.86752 -4.62435 -2.10 1.85 2.29 -0.930
O 1.63668 1.41208 -3.81363 -3.28 -2.26 0.90 -0.927
O -1.48407 -0.97917 0.23890 -0.14 -1.83 -0.43 -0.580
O -4.02377 0.79751 1.55104 2.40 -0.20 0.61 -0.531
O -2.75144 0.54084 9.75611 0.05 -1.33 -0.56 -0.515
O -3.07974 -0.07605 3.43350 0.05 2.77 -3.37 -0.582
O -1.00227 -3.28341 0.31492 0.09 3.83 -1.79 -0.543
O -2.80073 -0.46388 -3.33571 1.29 1.38 -2.69 -0.947
O 6.19825 -0.76352 -7.25455 -0.42 1.23 -0.75 -0.518
O -1.55473 -1.64842 -5.06425 -0.84 3.23 0.25 -0.905
N -0.78834 0.89547 -4.52893 -0.54 -2.31 0.77 -1.067
C -2.93714 0.69968 2.45343 -0.59 -2.21 2.92 0.799
C 4.13605 1.73582 -5.90639 -0.93 0.42 0.54 0.498
C -3.67447 0.34607 0.21497 0.52 0.08 -2.07 0.071
C 6.59391 0.90608 -9.01400 0.41 0.56 -0.26 0.503
C -2.53549 -1.85805 10.24899 0.44 -0.63 0.27 0.502
C -2.90550 1.47971 -0.66423 -0.90 -0.19 -0.43 -0.667
C -1.70949 -0.43777 6.55056 0.10 -0.05 -1.05 0.505
C -2.56063 1.13824 8.45928 -0.34 0.63 0.31 -0.139
C 5.23418 0.77202 -5.44627 0.65 -0.23 -0.17 0.598
C -0.92507 -2.18979 -0.26708 0.09 -1.94 0.49 0.821
C 5.28462 -0.60198 -6.15022 -0.02 -0.77 0.15 -0.142
C -1.38309 0.63489 7.59508 0.24 -0.01 0.79 0.596
C 5.78873 -0.30626 -8.52566 -0.66 -1.27 1.61 0.847
C -3.43796 -0.69166 9.82288 -0.25 1.88 -0.68 0.847
C -2.93625 -1.07566 0.17515 -1.64 -0.46 -0.96 -0.131
C -0.20320 -2.05559 -1.71081 -0.41 -0.21 1.07 -0.637
C -1.56751 1.51656 2.36843 -0.06 -0.32 -1.47 -0.654
H -1.09925 1.52881 1.32025 -1.13 -0.16 1.45 0.267
H -3.37252 -1.81387 0.93851 0.84 1.27 -0.74 0.216
H -2.40316 -0.05235 5.79733 0.05 0.15 0.04 0.177
H 4.28694 -0.97227 -6.39923 0.03 0.34 -0.07 0.226
H -3.49637 1.17675 7.89579 0.17 -0.32 -0.05 0.212
H -1.72650 2.62377 2.64195 0.22 -1.82 -0.04 0.260
H -0.55695 -0.66463 3.29673 -0.12 1.52 -0.19 0.168
H -4.67176 0.18691 -0.33751 1.42 0.07 1.26 0.220
H -2.12264 0.99289 -1.33420 -0.92 0.81 1.09 0.268
H -0.97596 -2.34280 -2.49480 1.00 0.51 0.86 0.297
H 3.14405 1.32677 -5.69293 0.11 -0.16 0.15 0.188
H -2.50295 2.33105 -0.02827 -0.35 -1.30 -0.77 0.209
H 7.63399 0.63113 -9.20241 -0.07 -0.25 0.04 0.146
H -2.33427 2.18309 8.68967 0.19 -0.22 0.05 0.226
H 5.66075 -1.30515 -5.40200 0.13 0.25 -0.07 0.225
H -3.18889 -1.53145 -0.85589 0.26 0.89 1.42 0.216
H -3.67926 1.95365 -1.37277 1.16 -0.72 1.09 0.224
H 0.66937 -2.78638 -1.69037 -1.19 1.10 -0.23 0.257
H -2.20269 -1.73448 11.28184 -0.17 0.21 0.02 0.149
```
Forces are in eV/Å.

Computed properties:
charge = -1
M = 909.5 g mol⁻¹
DFT total energy = -196763.5519 eV
LUMO energy = 1.6798 eV
orbital gap = 0.31304 Eh

[2]
Here is a molecular structure, C17H19BrO2OsS4Sb from the OMol25 dataset. Energies are from ωB97M-V/def2-TZVPD.

XYZ file:
```
45
Properties=species:S:1:pos:R:3:forces:R:3:nbo_charge:R:1
Os -0.25079 0.46225 0.37246 -0.46 0.69 0.83 0.527
Sb -0.41103 -2.33835 -4.41734 -0.02 0.18 0.24 0.896
Br 2.76356 -1.33559 1.62756 0.02 -0.01 -0.04 0.035
S -2.14149 -1.84956 -5.91007 0.44 0.08 -0.05 -0.592
S -0.36851 -0.23047 -3.00503 -0.03 -0.49 0.03 -0.274
S 0.85378 -1.53754 -6.21385 -0.43 0.03 0.09 -0.594
S -0.49092 -1.15413 -1.17057 -0.03 -0.20 -0.74 -0.168
O 3.55307 1.71151 -0.89096 0.22 0.05 -0.08 -0.620
O 1.53175 1.28906 -0.09611 0.53 -0.16 -0.24 -0.753
C -0.44610 -0.66734 3.45277 0.00 0.01 -0.01 -0.640
C 2.65080 0.93116 -0.67433 -0.46 0.18 0.18 0.773
C 0.41520 2.35437 2.97936 -0.06 0.01 0.06 -0.622
C -3.31501 1.18674 -0.41910 -0.02 -0.02 0.02 -0.634
C -1.36210 3.50241 0.55476 0.01 -0.01 0.01 -0.631
C -2.03961 -0.09382 1.47299 -0.05 0.01 -0.07 -0.109
C -2.76922 -1.39426 1.38287 -0.03 0.02 0.01 -0.625
C -0.65278 1.62759 2.22641 0.34 -0.02 -0.04 -0.107
C 3.01584 -2.04183 -2.97455 0.00 0.03 0.04 -0.220
C -1.41502 2.12854 1.13821 0.02 -0.21 -0.13 -0.024
C -2.27957 1.06263 0.66119 0.00 -0.10 -0.01 -0.051
C 2.85742 -1.59152 -0.25858 0.02 0.04 0.05 -0.078
C 2.90646 -0.75064 -2.48541 0.01 -0.05 0.01 -0.189
C -0.98878 0.23612 2.39526 0.02 -0.03 -0.20 0.046
C 3.05016 -3.11159 -2.09222 -0.01 -0.03 0.01 -0.209
C 2.98579 -2.88833 -0.72458 -0.01 0.00 -0.02 -0.250
C 2.79965 -0.50558 -1.11907 -0.01 -0.02 0.02 -0.097
H 0.76770 3.21965 2.42090 0.01 0.00 -0.01 0.227
H -2.13355 -2.22348 1.69341 0.01 -0.01 0.00 0.220
H -4.21273 0.62868 -0.14838 -0.03 0.00 -0.02 0.214
H 3.12463 -4.12507 -2.46537 0.01 -0.01 0.00 0.211
H -0.37728 3.94764 0.68587 0.01 0.00 0.00 0.230
H -2.10267 4.15477 1.02599 -0.01 0.01 0.00 0.209
H 2.86569 0.08705 -3.16811 0.01 0.02 0.01 0.238
H -3.07948 -1.59033 0.35684 -0.01 -0.01 -0.01 0.234
H 1.27819 1.70974 3.14864 0.00 0.00 0.00 0.227
H 0.04788 2.69784 3.95012 0.02 0.04 0.04 0.204
H -1.07793 -0.63251 4.34510 0.00 -0.01 0.02 0.208
H -0.40324 -1.69727 3.10175 0.00 -0.01 0.00 0.227
H -2.95555 0.80385 -1.37492 -0.02 -0.01 0.01 0.246
H -1.56720 3.46885 -0.51476 0.00 0.00 -0.01 0.230
H 3.04936 -2.20622 -4.04445 0.02 -0.01 -0.01 0.229
H 0.56263 -0.37353 3.73892 0.01 0.00 0.00 0.222
H -3.60287 2.22877 -0.55987 -0.01 0.01 0.00 0.214
H -3.65807 -1.38936 2.02003 -0.02 -0.02 0.00 0.205
H 3.02192 -3.71093 -0.02376 -0.01 0.00 0.00 0.219
```
Forces are in eV/Å.

Computed properties:
charge = -1
M = 775.5 g mol⁻¹
DFT total energy = -144422.8962 eV
LUMO energy (spin up / spin down) = -0.2768 / -0.2754 eV
orbital gap (spin up / spin down) = 0.10618 / 0.10634 Eh

[3]
Here is a molecular structure, C17H19Cl2N3Pr from the OMol25 dataset. Energies are from ωB97M-V/def2-TZVPD.

XYZ file:
```
42
Properties=species:S:1:pos:R:3:forces:R:3:mulliken_spin:R:1
Pr -0.63047 1.18161 1.04742 -0.59 1.23 -0.77 2.041
Cl 0.75104 3.06816 2.22860 0.89 0.31 0.45 -0.004
Cl -1.93946 -1.11302 0.97947 -0.07 -1.18 -0.25 -0.002
N 2.35210 -2.23326 0.01002 0.12 0.77 0.52 0.000
N 4.23218 -8.32204 -2.29298 -0.67 2.14 0.79 0.000
N 1.26384 -0.31332 0.18404 0.89 -1.69 -0.49 0.004
C -2.72669 4.85425 -1.06804 -0.01 -0.27 0.09 0.001
C 2.96559 -1.49964 1.04015 -0.36 0.24 -0.25 0.000
C -2.71269 4.19985 1.33864 0.05 -0.71 -0.51 -0.005
C 2.28631 -0.32083 1.14287 -0.47 -0.83 -1.07 0.002
C 2.14744 -3.98525 -1.64236 0.39 -0.42 0.07 0.000
C -2.50186 1.83802 2.19825 -0.50 0.15 0.15 -0.031
C -3.34129 5.10167 0.30190 0.15 0.23 -0.09 0.000
C 1.32353 -1.48029 -0.46420 0.36 1.57 1.29 0.000
C -2.75978 3.34848 -1.41827 -0.17 0.37 -0.63 0.003
C -2.89355 2.69107 0.92543 -1.84 0.64 2.75 0.004
C 4.04984 -5.48887 -0.22355 -0.17 0.50 0.03 0.000
C 2.72610 -3.49590 -0.46469 0.16 -0.13 -0.01 0.000
C -2.26416 2.43061 -0.36873 2.72 -1.21 -0.49 -0.008
C 3.49251 -5.98552 -1.41322 0.00 0.34 0.33 0.000
C 3.68228 -4.22361 0.24747 0.00 -0.71 -0.38 0.000
C 2.54609 -5.23081 -2.11850 -0.13 0.26 0.12 0.000
C 3.89917 -7.27140 -1.90077 0.65 -2.19 -0.81 0.000
H -3.27410 1.06528 2.35369 0.37 0.48 0.41 -0.001
H -1.70578 5.26139 -1.08474 -0.06 -0.27 -0.02 0.000
H 4.12249 -3.81736 1.16189 -0.22 -0.31 -0.41 0.000
H 0.64577 -1.83070 -1.22864 -0.03 0.29 0.24 0.000
H 1.41312 -3.39018 -2.18410 0.29 -0.33 0.11 0.000
H 4.76970 -6.08271 0.33764 -0.16 0.11 -0.22 0.000
H -1.63019 4.39176 1.42229 -0.28 0.04 -0.02 0.000
H -3.15878 4.38699 2.31988 -0.04 -0.18 -0.05 0.002
H 2.41083 0.51891 1.81938 0.10 -0.15 -0.16 0.000
H -3.21943 6.14669 0.59276 -0.04 0.21 -0.04 0.000
H -2.19137 3.20771 -2.33890 -0.20 -0.07 -0.25 0.000
H -3.31406 5.39963 -1.81090 0.09 0.05 -0.20 0.000
H -4.01026 2.54295 0.88112 0.30 0.17 -0.27 0.000
H -2.33118 2.55405 3.01474 -0.42 -0.54 0.13 0.000
H 3.83104 -1.84714 1.57412 -0.08 -0.05 -0.05 0.000
H 2.11671 -5.61778 -3.04155 0.13 0.05 0.25 0.000
H -3.82673 3.11270 -1.60683 -0.07 0.11 -0.32 -0.001
H -4.41946 4.91440 0.24106 -0.02 -0.08 0.10 0.000
H -2.17636 1.33347 -0.69183 -1.11 1.03 -0.07 -0.006
```
Forces are in eV/Å.

Computed properties:
charge = -1
⟨S²⟩ = 2.01
M = 477.2 g mol⁻¹
DFT total energy = -61523.2228 eV
LUMO energy (spin up / spin down) = 1.2117 / 1.2127 eV
orbital gap (spin up / spin down) = 0.13629 / 0.13779 Eh
2S+1 = 3

[4]
Here is a molecular structure, C17H19Cl3N2O7V from the OMol25 dataset. Energies are from ωB97M-V/def2-TZVPD.

XYZ file:
```
49
Properties=species:S:1:pos:R:3:forces:R:3:mulliken_spin:R:1
V -0.10899 -0.03070 0.00528 -1.35 -0.72 2.21 1.188
Cl 0.40104 -2.22974 0.62368 0.70 -0.16 -1.30 -0.005
Cl -3.57162 -3.75813 0.41815 -0.24 -0.30 -0.30 0.000
Cl -2.28658 -0.43387 0.48160 0.36 0.49 -0.86 -0.020
O 0.14596 -0.26690 2.28277 0.83 1.00 -0.76 -0.028
O -0.38351 1.63402 0.93794 1.06 0.70 -1.19 -0.011
O 3.04988 1.84761 5.49196 -0.56 -0.46 1.63 0.000
O -1.47272 -1.72556 2.91812 1.05 1.05 0.76 -0.001
O -0.88754 -1.29222 9.20853 -0.73 -0.58 -1.21 0.000
O -2.19564 -2.30793 7.75122 1.36 1.04 0.87 0.000
O 2.72764 1.55917 7.65536 0.03 0.05 -1.61 0.000
N 2.45580 1.36465 6.46184 -0.03 -0.03 0.08 0.000
N -1.25061 -1.57332 8.05752 -0.17 -0.10 -0.03 0.000
C 2.87254 -0.22471 -2.00127 0.53 -0.13 0.34 0.007
C 1.40268 -0.03748 -1.93680 -0.75 0.20 0.16 -0.029
C 0.76424 -2.47509 -2.51369 0.05 -0.44 0.12 0.001
C -0.12897 -0.64824 4.56648 0.09 0.34 -0.15 0.000
C -0.55815 -0.90942 3.08764 -1.22 -1.67 0.83 -0.002
C 0.45317 -1.05639 -2.20343 -0.28 0.41 0.21 -0.031
C 0.94706 0.20476 4.83878 0.07 -0.01 0.99 0.000
C -0.83614 -0.47537 -2.20773 0.46 0.41 -0.04 -0.015
C 1.32559 2.53783 -1.66036 0.19 0.41 0.23 -0.003
C -2.08275 -1.19337 -2.55817 -0.45 -0.33 0.18 0.006
C -0.84456 -1.23449 5.60659 0.20 0.12 1.06 -0.001
C 0.70647 1.19563 -1.78942 -0.66 -0.49 -0.20 0.034
C 0.59862 -0.11481 7.23418 -0.07 -0.06 0.05 0.000
C -0.47710 -0.96280 6.94351 0.37 0.32 -1.06 0.000
C -1.78074 1.93636 -1.99406 -0.43 0.38 0.11 0.009
C 1.30696 0.46328 6.17797 -0.65 -0.54 -0.66 0.000
C -0.69468 0.93007 -1.95624 0.87 -0.46 0.00 -0.090
H -1.51586 2.82683 -1.41296 -0.05 -0.21 -0.04 -0.001
H -2.70588 1.52987 -1.56887 0.22 0.05 -0.03 -0.001
H 0.83352 -2.63301 -3.59899 -0.03 0.10 0.05 -0.002
H 0.64381 3.24266 -1.17109 0.15 -0.20 -0.01 0.001
H 0.87548 0.09093 8.25521 0.00 0.00 0.04 0.000
H 3.39951 0.61397 -1.53386 -0.01 -0.14 -0.10 0.000
H -2.96770 -0.61929 -2.26836 0.17 -0.17 -0.02 0.001
H -2.12217 -1.37568 -3.63986 0.05 0.04 0.03 -0.002
H 2.24686 2.48708 -1.06590 -0.15 0.12 -0.09 -0.001
H 1.58554 2.95276 -2.64658 -0.03 -0.10 0.15 -0.002
H -2.14356 -2.16188 -2.04191 -0.11 0.22 0.00 -0.002
H 3.21276 -0.30161 -3.04610 -0.09 0.04 0.21 -0.002
H 1.50439 0.66599 4.03302 -0.20 -0.14 -0.03 0.000
H 0.41248 1.96890 1.40338 -0.63 -0.53 -0.32 0.006
H -0.01237 -3.14272 -2.12236 0.19 0.16 -0.02 0.000
H 1.71912 -2.77736 -2.06727 -0.26 0.03 -0.04 0.000
H -1.68308 -1.89207 5.40036 0.14 0.11 -0.24 0.000
H -1.98587 2.25166 -3.02763 0.04 -0.05 0.10 -0.001
H 3.17699 -1.14477 -1.48380 -0.05 0.21 -0.11 0.000
```
Forces are in eV/Å.

Computed properties:
charge = -2
⟨S²⟩ = 0.78
M = 520.6 g mol⁻¹
DFT total energy = -98503.6337 eV
LUMO energy (spin up / spin down) = 3.2972 / 3.2972 eV
orbital gap (spin up / spin down) = 0.15377 / 0.15408 Eh
2S+1 = 2